{"formula": "C4H9NO2", "method": "the ωB97M-V functional and the def2-TZVPD basis", "symbols": ["H", "C", "H", "H", "C", "H", "O", "N", "H", "C", "H", "C", "O", "H", "H", "H"], "xyz": [[1.86412, -0.64559, -1.09868], [-2.15056, 0.00993, 0.31628], [-2.80875, -0.86275, 0.29504], [3.08359, -0.07377, 0.04992], [1.11742, 0.38080, 0.61930], [-1.87454, 0.20328, 1.35494], [0.69924, 0.45386, 1.73450], [-0.69683, -1.20931, -1.26160], [0.81624, 2.42976, 0.32018], [2.09352, -0.52534, -0.04245], [-0.16536, 0.85108, -0.64788], [-0.91619, -0.19661, -0.51596], [1.03912, 1.72552, -0.31154], [2.05636, -1.49813, 0.44965], [-1.44562, -1.90958, -1.19462], [-2.71176, 0.86684, -0.06707]], "lowdin_charge": [0.083, -0.081, 0.070, 0.103, -0.442, 0.066, 0.130, 0.081, 0.086, -0.003, 0.134, -0.342, -0.107, 0.100, 0.045, 0.078], "orbital_gap_ev": 9.859, "relative_energy_kj_mol": 312.43, "e_tot_ha": -362.966537, "smiles": "[H]/N=C\\C.CC(=O)O", "max_force_ev_per_a": 4.1, "homo_energy_ev": -9.1758, "charge": 0}



{"formula": "C4H9NO2", "method": "the ωB97M-V functional and the def2-TZVPD basis", "symbols": ["H", "H", "H", "O", "C", "H", "C", "H", "H", "H", "N", "C", "H", "O", "H", "C"], "xyz": [[-2.38756, 1.43983, 1.32909], [1.00537, -0.91784, 1.04699], [-3.27431, 0.40599, 0.17285], [-1.34621, -0.23100, 0.62674], [2.80835, -0.39066, -0.07013], [1.37097, -1.76342, -1.37787], [0.64535, -0.28204, -0.80784], [3.51786, -0.70651, 0.69362], [1.13586, 0.24893, -1.60472], [-1.38498, 0.41209, -1.35615], [1.46618, -0.35854, 0.32159], [-2.55119, 0.39985, 1.00270], [-0.51367, 1.44976, -0.21938], [3.20147, 0.08777, -1.11610], [-2.96868, -0.17299, 1.83498], [-0.72480, 0.37877, -0.47636]], "lowdin_charge": [0.091, 0.145, 0.090, -0.207, -0.364, 0.209, -0.168, 0.126, 0.070, 0.121, -0.036, -0.111, 0.142, 0.016, 0.091, -0.214], "orbital_gap_ev": 9.147, "relative_energy_kj_mol": 479.67, "e_tot_ha": -362.902837, "max_force_ev_per_a": 3.7, "homo_energy_ev": -8.8216, "charge": 0}



{"formula": "C4H9NO2", "method": "the ωB97M-V functional and the def2-TZVPD basis", "symbols": ["N", "C", "H", "H", "O", "H", "H", "H", "H", "C", "C", "H", "C", "H", "O", "H"], "xyz": [[-1.09612, -1.17261, -0.00479], [2.04346, 2.11603, 0.77621], [-1.24308, -2.03143, -1.92582], [0.03201, -0.83894, -1.70361], [0.73313, 0.12024, 1.21398], [1.69499, 3.10716, 0.48469], [-0.38692, -0.62902, 0.72363], [0.19505, -2.43042, -0.90236], [-3.08684, -1.38993, -0.52946], [-0.50604, -1.65887, -1.22757], [0.96660, 1.07739, 0.38479], [-2.68998, -0.51763, 1.07389], [-2.35837, -1.09583, 0.21957], [2.22098, 2.19301, 1.87287], [0.46025, 1.20499, -0.74293], [3.02086, 1.94585, 0.28690]], "lowdin_charge": [-0.036, -0.027, 0.087, 0.087, -0.078, 0.063, 0.094, 0.105, 0.099, -0.044, -0.678, 0.104, 0.113, 0.073, -0.041, 0.078], "orbital_gap_ev": 8.434, "relative_energy_kj_mol": 185.23, "e_tot_ha": -363.014986, "max_force_ev_per_a": 2.4, "homo_energy_ev": -8.7530, "charge": 0}



{"formula": "C4H9NO2", "method": "the ωB97M-V functional and the def2-TZVPD basis", "symbols": ["C", "H", "H", "C", "C", "O", "N", "H", "H", "H", "O", "H", "H", "H", "C", "H"], "xyz": [[-1.28643, -2.56400, -0.58886], [-2.70372, -0.84840, -0.68611], [1.30692, 2.26451, 2.32042], [1.40017, 2.05093, 1.25582], [0.40778, 0.79403, -0.41759], [-1.11803, -2.74036, -1.76551], [-0.60673, -1.30898, 0.16707], [-1.21267, -3.41336, 0.10329], [1.26359, 2.97661, 0.67908], [2.40165, 1.64681, 1.04434], [0.39920, 1.11196, 0.93785], [1.38587, 0.35709, -0.71686], [-0.71092, -0.61328, -1.72000], [-0.65288, -1.01658, 1.15312], [-0.49195, -0.35091, -0.69338], [0.21815, 1.65393, -1.07268]], "lowdin_charge": [-0.274, 0.020, 0.093, -0.100, -0.224, 0.032, 0.001, 0.125, 0.093, 0.094, -0.188, 0.149, 0.088, 0.151, -0.196, 0.137], "orbital_gap_ev": [5.516, 6.935], "relative_energy_kj_mol": 727.48, "e_tot_ha": -362.808452, "max_force_ev_per_a": 3.1, "homo_energy_ev": [-6.2918, -7.3150], "charge": 0}



{"formula": "C4H9NO2", "method": "the ωB97M-V functional and the def2-TZVPD basis", "symbols": ["H", "H", "N", "C", "H", "H", "O", "H", "H", "C", "H", "O", "H", "C", "H", "C"], "xyz": [[1.72453, 0.92335, 1.03739], [-0.82441, -1.29985, -2.59368], [-1.06867, 0.85965, 0.59657], [-0.32011, 0.77889, 1.85531], [0.11011, -0.02295, -3.40734], [1.44719, -0.54642, 1.95014], [-0.21178, 0.36324, -1.44121], [-0.99879, 1.77561, 0.16405], [0.07767, -1.64971, 0.63788], [0.95163, 0.18320, 1.25149], [-0.23287, 1.74162, 2.35997], [-0.53911, -1.38956, -0.05100], [0.92582, -1.15316, -2.28828], [0.00796, -0.59510, -2.47928], [-0.82926, 0.07943, 2.53085], [-0.21991, -0.04824, -0.12285]], "lowdin_charge": [0.078, 0.091, 0.030, -0.230, 0.091, 0.094, -0.071, 0.119, 0.089, -0.041, 0.105, 0.049, 0.090, -0.063, 0.106, -0.536], "orbital_gap_ev": 9.817, "relative_energy_kj_mol": 330.85, "e_tot_ha": -362.959522, "smiles": "CO[C@@]1(O)CCN1", "max_force_ev_per_a": 1.3, "homo_energy_ev": -8.8759, "charge": 0}



{"formula": "C4H9NO2", "method": "the ωB97M-V functional and the def2-TZVPD basis", "symbols": ["H", "N", "H", "C", "H", "C", "O", "H", "H", "H", "C", "O", "H", "H", "H", "C"], "xyz": [[1.39085, 0.78709, -1.44330], [-0.91877, -0.83156, 1.12539], [-3.14329, 0.27393, 0.39053], [-2.35559, 1.00488, 0.22448], [3.11396, -0.87037, -0.59612], [1.18153, -0.15341, -0.95519], [0.04557, 1.09652, 0.07071], [-2.41133, 1.78406, 0.98461], [0.04959, -0.94705, 1.43657], [-2.46948, 1.47084, -0.75310], [2.21298, -0.64923, -0.00878], [-0.88264, -0.98931, -0.35008], [2.47382, 0.11250, 0.72294], [0.79848, -0.87954, -1.66196], [1.91382, -1.56469, 0.49997], [-0.99950, 0.35535, 0.31333]], "lowdin_charge": [0.096, 0.107, 0.084, 0.010, 0.095, 0.033, -0.039, 0.086, 0.082, 0.086, -0.102, -0.111, 0.087, 0.099, 0.078, -0.691], "orbital_gap_ev": 9.153, "relative_energy_kj_mol": 565.07, "e_tot_ha": -362.870310, "max_force_ev_per_a": 2.5, "homo_energy_ev": -8.9256, "charge": 0}